Record 1
Here is a 7-piece molecular cluster, C31H81N7O12 overall at a distorted geometry from the OMol25 dataset. Energies are from wB97M-V/def2-TZVPD.

Element x y z (Å)
1 C 6.83 -5.34 -11.11
2 O 5.70 -4.76 -10.95
3 N 6.92 -6.66 -11.20
4 N 8.10 -4.79 -11.22
5 H 6.08 -7.22 -11.17
6 H 7.85 -7.06 -11.21
7 H 8.22 -3.80 -11.05
8 H 8.91 -5.35 -11.41
9 C 5.04 -5.96 -7.60
10 O 4.40 -6.56 -6.48
11 C 3.56 -7.68 -6.78
12 C 2.89 -8.26 -5.55
13 N 2.24 -7.04 -4.96
14 C 2.07 -7.15 -3.48
15 C 1.84 -5.80 -2.79
16 O 3.05 -5.04 -2.60
17 C 2.93 -3.64 -3.01
18 H 5.68 -6.65 -8.15
19 H 5.73 -5.20 -7.22
20 H 4.24 -5.52 -8.19
21 H 4.22 -8.32 -7.36
22 H 2.76 -7.41 -7.47
23 H 3.66 -8.74 -4.95
24 H 2.03 -8.92 -5.71
25 H 2.96 -6.34 -5.01
26 H 3.00 -7.57 -3.10
27 H 1.21 -7.78 -3.24
28 H 1.38 -5.76 -1.81
29 H 1.09 -5.31 -3.43
30 H 1.87 -3.36 -2.99
31 H 3.26 -3.49 -4.04
32 H 3.47 -2.85 -2.48
33 C -3.77 -3.30 -9.00
34 O -4.53 -4.48 -9.38
35 C -4.51 -5.68 -8.41
36 C -3.26 -6.48 -8.35
37 N -2.48 -5.96 -7.29
38 C -1.50 -6.86 -6.78
39 C -0.38 -6.99 -7.72
40 O 0.11 -5.73 -8.20
41 C 0.91 -4.93 -7.37
42 H -2.72 -3.39 -9.28
43 H -3.84 -3.24 -7.91
44 H -4.26 -2.46 -9.49
45 H -5.24 -6.32 -8.92
46 H -4.92 -5.48 -7.42
47 H -2.71 -6.49 -9.29
48 H -3.53 -7.52 -8.16
49 H -1.87 -5.31 -7.76
50 H -1.88 -7.85 -6.53
51 H -1.16 -6.58 -5.79
52 H -0.67 -7.56 -8.61
53 H 0.49 -7.36 -7.18
54 H 0.44 -4.92 -6.39
55 H 0.81 -3.94 -7.80
56 H 1.98 -5.12 -7.23
57 C 1.26 -1.00 -7.00
58 O -0.08 -0.81 -7.46
59 C -0.98 -1.28 -6.51
60 C -2.46 -0.78 -6.71
61 N -2.60 0.54 -6.13
62 C -1.70 1.53 -6.85
63 C -1.93 3.00 -6.28
64 O -1.46 2.97 -4.94
65 C -2.05 4.06 -4.20
66 H 1.95 -0.94 -7.84
67 H 1.38 -1.92 -6.43
68 H 1.48 -0.22 -6.27
69 H -0.61 -1.07 -5.51
70 H -0.87 -2.36 -6.47
71 H -3.13 -1.46 -6.18
72 H -2.84 -0.66 -7.72
73 H -2.50 0.42 -5.13
74 H -1.89 1.42 -7.92
75 H -0.62 1.42 -6.76
76 H -2.98 3.29 -6.38
77 H -1.30 3.60 -6.93
78 H -1.53 4.96 -4.53
79 H -1.87 3.91 -3.14
80 H -3.07 4.28 -4.50
81 C 5.44 -0.48 -7.02
82 O 6.81 -0.78 -7.29
83 C 7.21 -2.01 -6.71
84 C 8.60 -2.27 -7.20
85 N 9.05 -3.65 -6.83
86 C 10.54 -3.66 -6.82
87 C 11.09 -5.02 -6.38
88 O 11.15 -6.00 -7.48
89 C 10.04 -6.02 -8.35
90 H 5.08 0.42 -7.53
91 H 5.28 -0.53 -5.95
92 H 4.67 -1.22 -7.26
93 H 6.55 -2.86 -6.86
94 H 7.26 -1.78 -5.64
95 H 9.20 -1.50 -6.69
96 H 8.72 -2.07 -8.27
97 H 8.62 -4.02 -6.00
98 H 10.98 -2.98 -6.09
99 H 10.97 -3.33 -7.77
100 H 10.56 -5.54 -5.58
101 H 12.11 -4.85 -6.05
102 H 10.22 -6.89 -8.98
103 H 10.25 -5.19 -9.02
104 H 9.05 -6.09 -7.90
105 C 2.24 -2.95 -14.68
106 O 3.49 -2.52 -14.27
107 C 3.85 -2.97 -12.95
108 C 4.32 -1.81 -12.03
109 N 3.10 -1.27 -11.26
110 C 3.24 0.11 -10.82
111 C 3.37 1.15 -12.01
112 O 2.06 1.72 -12.27
113 C 2.27 2.95 -12.96
114 H 2.22 -4.02 -14.91
115 H 2.14 -2.38 -15.61
116 H 1.44 -2.56 -14.05
117 H 4.74 -3.59 -13.05
118 H 3.12 -3.55 -12.39
119 H 4.82 -1.00 -12.56
120 H 5.11 -2.14 -11.37
121 H 2.42 -1.23 -12.01
122 H 4.08 -0.01 -10.14
123 H 2.36 0.39 -10.24
124 H 3.56 0.70 -12.99
125 H 4.15 1.87 -11.75
126 H 3.13 3.51 -12.57
127 H 1.37 3.54 -12.81
128 H 2.37 2.82 -14.03
129 O 3.31 -3.25 -8.80
130 H 3.88 -3.83 -9.31
131 H 3.04 -2.58 -9.42

Summary:
Energy (Ha): -2515.23506
<S²>: 0.755
Net charge: +1
Spin multiplicity: 2

Here are the Löwdin charges for atoms 1 to 8, given in e: number 1, C, carries -0.619; number 2, O, carries -0.028; number 3, N, carries 0.151; number 4, N, carries 0.152; number 5, H, carries 0.120; number 6, H, carries 0.104; number 7, H, carries 0.104; number 8, H, carries 0.095

=====

Record 2
Here is an isolated ion of composition C9H13N2 and charge +1 at a distorted geometry from the OMol25 dataset. Energies are from wB97M-V/def2-TZVPD.

Element x y z (Å)
1 C 3.34 0.08 -1.00
2 C 2.10 0.23 -0.14
3 C 2.16 1.29 0.75
4 C 0.97 1.66 1.34
5 N -0.16 0.97 1.05
6 C -0.22 -0.17 0.26
7 C 0.94 -0.58 -0.30
8 C -1.58 -0.81 0.36
9 C -2.30 -1.27 -0.91
10 C -2.35 0.27 1.14
11 N -1.29 1.19 1.75
12 H 3.76 -0.96 -0.80
13 H 2.94 0.09 -2.05
14 H 4.02 0.91 -0.82
15 H 3.07 1.96 0.78
16 H 0.86 2.53 2.00
17 H 0.99 -1.49 -0.95
18 H -1.47 -1.62 1.01
19 H -3.30 -1.24 -0.63
20 H -2.06 -2.41 -1.08
21 H -1.94 -0.66 -1.83
22 H -3.01 0.97 0.51
23 H -2.94 -0.18 1.97
24 H -1.45 2.17 1.84

Summary:
SMILES: Cc1cc[n+]2c(c1)[C@H](C)CN2
Net charge: +1
Energy relative to the best compared isomer or geometry (same formula, charge and spin) (kcal/mol): 30.4

Here are the Löwdin charges for atoms 1 to 8, given in e: number 1, C, carries -0.027; number 2, C, carries -0.232; number 3, C, carries 0.011; number 4, C, carries 0.028; number 5, N, carries -0.052; number 6, C, carries -0.104; number 7, C, carries 0.063; number 8, C, carries -0.286

=====

Record 3
Here is C38H30AuF9N6OPS as an isolated structure from the OMol25 dataset. Energies are from wB97M-V/def2-TZVPD.

Element x y z (Å)
1 Au 0.18 -1.33 0.13
2 C 3.25 -1.95 -0.74
3 N 2.37 -1.60 0.36
4 C 2.75 -1.72 1.60
5 C 1.88 -1.57 2.70
6 C 2.20 -1.57 4.07
7 C 1.01 -1.43 4.75
8 C 0.01 -1.37 3.76
9 N 0.52 -1.44 2.53
10 C 2.73 -3.12 -1.55
11 C 1.95 -2.90 -2.68
12 C 1.48 -3.96 -3.44
13 C 1.79 -5.27 -3.05
14 C 2.56 -5.50 -1.91
15 C 3.02 -4.44 -1.16
16 H 4.25 -2.18 -0.36
17 H 3.33 -1.10 -1.42
18 H 3.79 -1.96 1.81
19 H 3.19 -1.66 4.49
20 H 0.85 -1.40 5.81
21 H -1.06 -1.28 3.93
22 H 1.72 -1.88 -2.99
23 H 0.89 -3.77 -4.32
24 H 1.47 -6.10 -3.67
25 H 2.80 -6.51 -1.62
26 H 3.62 -4.61 -0.28
27 C -5.40 -2.23 0.53
28 N -4.11 -2.06 -0.10
29 C -3.85 -2.36 -1.50
30 C -2.38 -1.96 -1.63
31 O -1.69 -2.12 -2.61
32 N -1.99 -1.41 -0.43
33 C -3.01 -1.52 0.43
34 N -2.92 -1.08 1.68
35 H -5.87 -3.13 0.13
36 H -6.06 -1.38 0.33
37 H -5.30 -2.36 1.60
38 H -4.47 -1.76 -2.17
39 H -3.99 -3.41 -1.73
40 H -1.99 -0.85 2.03
41 H -3.63 -1.29 2.36
42 F 6.36 3.59 1.49
43 C 5.28 4.37 1.34
44 F 5.13 5.09 2.46
45 F 5.54 5.22 0.34
46 C 4.05 3.55 1.05
47 C 2.80 4.00 1.45
48 C 1.67 3.26 1.16
49 C 1.78 2.06 0.46
50 C 3.03 1.62 0.05
51 C 4.17 2.36 0.34
52 P 0.32 1.07 -0.01
53 C -0.99 1.67 1.09
54 C -2.23 2.08 0.60
55 C -3.23 2.46 1.48
56 C -3.00 2.41 2.85
57 C -1.77 1.99 3.35
58 C -0.77 1.62 2.47
59 C -4.10 2.76 3.82
60 F -4.69 1.64 4.29
61 F -5.05 3.50 3.25
62 F -3.63 3.42 4.88
63 C -0.11 1.72 -1.65
64 C -0.32 0.82 -2.70
65 C -0.65 1.30 -3.96
66 C -0.77 2.66 -4.17
67 C -0.55 3.56 -3.14
68 C -0.22 3.09 -1.88
69 C -1.16 3.14 -5.54
70 F -1.12 4.47 -5.65
71 F -2.41 2.75 -5.85
72 F -0.35 2.64 -6.48
73 H 2.72 4.93 2.00
74 H 0.70 3.62 1.49
75 H 3.13 0.69 -0.49
76 H 5.14 2.01 0.03
77 H -2.41 2.12 -0.46
78 H -4.19 2.79 1.11
79 H -1.61 1.95 4.42
80 H 0.18 1.28 2.86
81 H -0.24 -0.24 -2.53
82 H -0.82 0.60 -4.77
83 H -0.63 4.62 -3.32
84 H -0.04 3.79 -1.07
85 S -0.74 -5.65 -1.51
86 C -0.25 -4.38 -0.65
87 N 0.14 -3.50 0.01

Summary:
<S²>: 2.020
Net charge: +1
Spin multiplicity: 3
Energy relative to the best compared isomer or geometry (same formula, charge and spin) (kcal/mol): 12.2

Here are the Löwdin charges for atoms 1 to 8, given in e: number 1, Au, carries 0.907; number 2, C, carries -0.178; number 3, N, carries -0.108; number 4, C, carries -0.097; number 5, C, carries -0.352; number 6, C, carries -0.049; number 7, C, carries -0.089; number 8, C, carries -0.211